(1)
DFT (wB97M-V/def2-TZVPD) results for a cluster of 17 separate species, H34O17 in total in a non-equilibrium geometry.

Geometry as XYZ:
```
51
Properties=species:S:1:pos:R:3:nbo_charge:R:1
O 2.855 -0.587 -0.440 -0.9694
H 3.505 0.083 -0.544 0.4606
H 2.780 -0.755 0.532 0.5065
O -3.005 -1.019 -1.818 -0.9525
H -2.177 -0.906 -2.179 0.4921
H -3.556 -1.286 -2.501 0.4727
O 1.364 0.185 -2.622 -1.0073
H 1.846 -0.235 -1.917 0.5016
H 0.721 0.809 -2.284 0.5001
O -0.072 -0.656 3.183 -0.9616
H -0.534 0.186 2.956 0.4967
H 0.409 -0.476 4.030 0.4777
O 0.707 -2.524 -0.670 -0.9934
H 0.136 -2.531 -1.444 0.4883
H 0.210 -2.951 0.019 0.4953
O -0.224 0.093 0.022 -1.0275
H 0.045 -0.754 -0.180 0.4997
H 0.514 0.665 0.318 0.4979
O -0.468 -3.270 1.858 -0.9482
H 0.222 -3.530 2.433 0.4617
H -0.669 -2.342 2.168 0.4938
O -2.255 -3.707 -0.681 -0.9680
H -2.054 -2.895 -0.233 0.4856
H -3.220 -3.725 -0.858 0.4634
O 0.130 2.509 -2.038 -0.9693
H 0.226 2.956 -1.242 0.4953
H -0.565 3.013 -2.487 0.4799
O 1.713 1.487 1.271 -0.9469
H 2.530 1.903 1.008 0.4871
H 1.924 1.047 2.118 0.4743
O -2.381 -1.348 0.809 -1.0061
H -1.658 -0.713 0.843 0.4825
H -2.744 -1.247 -0.070 0.4989
O 2.481 -1.128 2.292 -0.9527
H 3.083 -0.915 3.046 0.4793
H 1.652 -0.729 2.413 0.4836
O -2.397 1.943 -1.062 -0.9489
H -2.058 1.555 -1.880 0.4715
H -1.731 1.778 -0.419 0.4755
O 0.015 3.833 0.417 -1.0057
H -0.203 3.061 1.053 0.5039
H -0.576 4.580 0.630 0.4822
O -0.683 -1.686 -2.889 -0.9980
H -0.031 -0.967 -3.072 0.5122
H -0.309 -2.425 -3.399 0.4877
O -1.059 1.943 1.982 -0.9445
H -1.985 1.893 2.184 0.5101
H -0.558 2.146 2.795 0.4813
O 2.828 2.647 -1.480 -0.9269
H 2.900 3.154 -0.645 0.4528
H 2.373 1.838 -1.321 0.4747
```

Calculated values
frontier orbital gap: 8.9 eV
total charge: 0
ΔE to the lowest compared entry with this formula, charge and spin: 2.2652 eV


(2)
DFT (wB97M-V/def2-TZVPD) results for a structure of composition C28H32N6O3ReSe.

Geometry as XYZ:
```
71
Properties=species:S:1:pos:R:3:mulliken_spin:R:1
Re 0.217 -0.087 -0.052 1.0623
O 4.468 3.422 -0.426 0.1865
C 3.434 4.189 -0.490 0.2115
C 3.702 5.598 -0.521 0.1663
C 2.667 6.492 -0.565 -0.0143
C 1.350 6.019 -0.583 0.2581
C 1.068 4.624 -0.563 0.0715
C 2.073 3.699 -0.522 0.0605
C 1.774 2.257 -0.469 0.0175
O 0.515 1.863 -0.529 0.0458
N 2.761 1.415 -0.362 0.0174
N 2.268 0.130 -0.273 -0.0156
C 3.017 -0.912 -0.327 0.0020
C 2.324 -2.190 -0.218 0.0114
C 2.988 -3.394 -0.201 0.0010
C 2.246 -4.573 -0.063 0.0007
C 0.874 -4.487 0.046 -0.0020
C 0.260 -3.236 0.015 -0.0192
N 0.958 -2.107 -0.118 0.0172
H 4.201 2.469 -0.383 -0.0085
H 4.740 5.904 -0.501 -0.0048
H 2.862 7.556 -0.580 0.0066
H 0.527 6.721 -0.610 -0.0024
H 0.038 4.294 -0.572 0.0290
H 4.095 -0.838 -0.442 -0.0005
H 4.067 -3.422 -0.284 -0.0002
H 2.746 -5.533 -0.035 0.0000
H 0.265 -5.373 0.167 0.0009
H -0.812 -3.136 0.115 -0.0008
C -5.600 1.925 -0.369 -0.0094
C -6.175 0.769 0.441 0.0013
C -6.485 -0.490 -0.365 0.0138
C -5.285 -1.360 -0.747 0.0079
N -4.453 -0.818 -1.861 0.1114
C -3.161 -0.311 -1.781 0.0620
Se -2.348 -0.143 -0.095 0.1332
N -2.745 0.008 -3.005 -0.0038
C -1.465 0.632 -3.384 -0.0138
C -1.593 2.058 -3.912 -0.0018
C -2.346 3.024 -2.988 -0.0006
C -3.842 3.113 -3.275 -0.0010
C -3.762 -0.298 -3.921 0.0997
C -3.835 -0.214 -5.278 0.1324
C -5.050 -0.650 -5.867 0.2337
C -6.134 -1.165 -5.103 0.0837
C -6.051 -1.264 -3.746 0.0762
C -4.840 -0.815 -3.147 0.1539
H -5.486 2.810 0.257 0.0000
H -6.260 2.190 -1.198 0.0006
H -4.610 1.708 -0.781 0.0086
H -7.106 1.100 0.902 0.0012
H -5.514 0.513 1.276 0.0022
H -7.064 -0.235 -1.258 -0.0001
H -7.120 -1.148 0.231 -0.0029
H -5.600 -2.347 -1.086 0.0007
H -4.627 -1.498 0.108 -0.0068
H -0.988 -0.025 -4.112 0.0009
H -0.865 0.643 -2.469 0.0086
H -2.051 2.055 -4.903 0.0009
H -0.563 2.388 -4.066 -0.0003
H -1.917 4.018 -3.115 -0.0001
H -2.171 2.751 -1.938 0.0023
H -4.013 3.420 -4.308 0.0016
H -4.321 3.848 -2.631 0.0000
H -4.363 2.165 -3.116 0.0064
H -3.034 0.153 -5.905 0.0068
H -5.142 -0.590 -6.945 -0.0088
H -7.032 -1.488 -5.612 0.0063
H -6.860 -1.665 -3.153 -0.0050
O 0.079 0.016 2.818 -0.1025
N 0.121 -0.061 1.686 -0.0974
```

Calculated values
2S+1: 4
frontier orbital gap (spin up / spin down): 6.8 / 5.7 eV
total charge: +4
ΔE to the lowest compared entry with this formula, charge and spin: 0.1693 eV


(3)
DFT (wB97M-V/def2-TZVPD) results for the molecule C5H6BrNS in a non-equilibrium geometry.

Geometry as XYZ:
```
14
Properties=species:S:1:pos:R:3:nbo_charge:R:1
C 1.982 -0.021 1.287 -0.0833
C 2.760 -0.042 0.154 -0.3945
C 0.315 0.125 -0.249 0.1192
C -2.191 -0.548 -0.081 -0.6373
C -1.260 0.392 -0.869 -0.3008
N 0.652 0.080 0.971 -0.4750
S 1.775 -0.062 -1.314 0.3177
Br -1.643 2.204 -0.712 0.0742
H 2.071 0.370 2.281 0.2352
H 3.774 -0.165 -0.194 0.2418
H -1.699 -0.650 0.963 0.2384
H -2.195 -1.621 -0.405 0.2255
H -3.138 -0.197 0.065 0.2204
H -1.203 0.135 -1.897 0.2185
```

Calculated values
frontier orbital gap: 10.1 eV
total charge: 0
ΔE to the lowest compared entry with this formula, charge and spin: 1.2260 eV
SMILES: C[C@@H](Br)c1nccs1


(4)
DFT (wB97M-V/def2-TZVPD) results for a cluster of 3 separate species, C34H47F17N4O11P2S in total in a non-equilibrium geometry.

Geometry as XYZ:
```
116
Properties=species:S:1:pos:R:3:mulliken_charge:R:1
N -0.923 -5.339 5.435 -0.5851
C -1.762 -4.705 4.979 -0.2283
C -2.877 -3.943 4.390 -0.1728
C -2.278 -2.891 3.394 2.7490
C -1.498 -1.970 4.247 -1.1833
N -0.855 -1.328 4.948 -0.5883
C -1.253 -3.570 2.437 -1.0882
C -1.013 -2.905 1.079 -1.6694
C -0.579 -1.438 1.060 0.8387
C 0.735 -1.145 1.783 -0.9914
S 1.047 0.649 1.816 -0.0034
C 0.508 1.200 3.367 0.0148
N 1.298 1.459 4.363 -0.2027
N 0.501 1.857 5.409 -0.4504
C -0.716 1.812 4.986 -0.0478
O -0.788 1.426 3.700 -0.0359
C -3.406 -2.057 2.711 -1.1445
C -3.510 -0.598 3.165 -0.1544
C -4.713 0.040 2.396 -0.3661
C -4.118 0.618 1.140 0.3869
O -4.022 0.002 0.117 -0.5469
O -3.651 1.901 1.259 -0.5346
C -3.885 -4.925 3.728 1.0800
F -3.922 -4.850 2.384 -0.3025
F -3.490 -6.188 4.011 -0.3557
C -5.318 -4.806 4.348 0.5564
F -5.270 -5.513 5.496 -0.3441
F -5.611 -3.543 4.704 -0.2302
C -6.453 -5.452 3.503 0.5480
F -7.501 -5.636 4.329 -0.3259
F -6.061 -6.674 3.127 -0.2761
C -6.893 -4.658 2.221 0.7142
F -6.430 -5.339 1.158 -0.3381
F -6.352 -3.429 2.148 -0.1751
C -8.430 -4.559 2.006 0.3273
F -8.977 -5.776 2.102 -0.3021
F -8.606 -4.176 0.730 -0.3068
C -9.167 -3.572 2.984 0.7272
F -10.142 -4.250 3.592 -0.3080
F -8.320 -3.114 3.935 -0.3328
C -9.765 -2.327 2.289 0.5195
F -8.829 -1.697 1.569 -0.2080
F -10.767 -2.730 1.496 -0.3010
C -10.357 -1.280 3.293 0.6442
F -10.942 -1.843 4.337 -0.2444
F -11.276 -0.564 2.650 -0.2603
F -9.400 -0.452 3.693 -0.2239
H -3.310 -3.401 5.231 0.8722
H -1.512 -4.612 2.251 0.5573
H -0.298 -3.612 2.963 0.4448
H -1.884 -3.059 0.440 0.3469
H -0.210 -3.478 0.605 0.6634
H -0.413 -1.189 0.010 0.2737
H -1.397 -0.796 1.387 -0.4828
H 1.538 -1.552 1.168 0.4620
H 0.799 -1.572 2.780 0.5976
H -1.593 2.044 5.564 0.4343
H -3.388 -2.111 1.625 0.4597
H -4.358 -2.486 3.013 -0.3916
H -2.635 -0.020 2.881 -0.1169
H -3.746 -0.526 4.224 0.8046
H -5.202 0.814 2.980 0.4715
H -5.394 -0.742 2.067 -0.0373
H -2.691 1.905 1.147 0.3552
O 3.858 1.003 -2.162 -0.7619
P 3.176 0.560 -3.419 1.2459
O 1.697 0.233 -2.783 -0.3538
C 0.832 1.302 -2.402 0.1095
C 0.268 2.074 -3.582 -1.1848
O 3.726 -0.970 -3.522 -0.3990
C 4.928 -1.374 -2.867 -0.3374
C 4.649 -1.940 -1.489 -1.0567
O 2.560 0.598 -4.904 -0.2914
C 3.389 0.510 -6.095 -0.3812
C 3.953 -0.866 -6.392 -0.9400
H 1.359 1.979 -1.721 0.2043
H 0.015 0.845 -1.841 0.0885
H 1.055 2.599 -4.127 0.2467
H -0.461 2.809 -3.240 0.4440
H -0.218 1.399 -4.286 0.2678
H 5.642 -0.552 -2.818 0.3354
H 5.390 -2.141 -3.493 0.3886
H 3.965 -1.303 -0.928 0.1539
H 5.574 -2.041 -0.921 0.3719
H 4.178 -2.921 -1.571 0.3384
H 4.189 1.252 -6.037 0.2979
H 2.736 0.806 -6.913 0.3514
H 4.884 -1.049 -5.859 0.2026
H 4.189 -0.939 -7.455 0.4118
H 3.252 -1.654 -6.125 0.2752
O 7.580 6.568 -1.877 -0.7548
P 6.941 5.653 -2.834 0.7121
O 6.833 4.176 -2.231 -0.1894
C 5.982 3.923 -1.100 -0.4116
C 4.509 4.021 -1.436 -0.9137
O 8.072 5.394 -3.972 -0.3241
C 9.291 6.132 -3.980 -0.3172
C 10.387 5.413 -3.219 -1.1954
O 5.701 5.620 -3.835 -0.0842
C 5.514 6.628 -4.857 -0.3802
C 6.448 6.533 -6.050 -0.9398
H 6.237 4.609 -0.288 0.2988
H 6.216 2.914 -0.763 0.3389
H 4.235 5.041 -1.717 0.3739
H 3.898 3.725 -0.583 0.4507
H 4.272 3.364 -2.266 0.0821
H 9.139 7.139 -3.594 0.3938
H 9.585 6.249 -5.027 0.3696
H 10.031 5.053 -2.255 0.2842
H 11.236 6.076 -3.049 0.3544
H 10.730 4.542 -3.779 0.3102
H 5.569 7.619 -4.402 0.3233
H 4.491 6.489 -5.202 0.3192
H 7.391 7.044 -5.870 0.1915
H 5.990 7.028 -6.908 0.4103
H 6.669 5.499 -6.306 0.2776
```

Calculated values
frontier orbital gap: 9.4 eV
total charge: 0
SMILES: N#C[C@H](C(F)(F)C(F)(F)C(F)(F)C(F)(F)C(F)(F)C(F)(F)C(F)(F)C(F)(F)F)[C@@](C#N)(CCCCSc1nnco1)CCCC(=O)O.CCOP(=O)(OCC)OCC.CCOP(=O)(OCC)OCC


(5)
DFT (wB97M-V/def2-TZVPD) results for a structure of composition C4H6N2O.

Geometry as XYZ:
```
13
Properties=species:S:1:pos:R:3:nbo_charge:R:1
N -1.813 0.474 0.363 -0.6048
C -0.482 0.358 0.430 0.0643
C 0.010 -0.970 0.216 0.4789
O -0.753 -1.931 -0.073 -0.5466
N 1.359 -0.846 -0.086 -0.5700
C 1.729 0.475 0.043 0.0114
C 0.634 1.255 0.270 -0.3496
H -2.164 -0.404 -0.574 0.1301
H -2.085 1.416 0.072 0.3669
H -1.819 -1.283 -0.857 0.1539
H 1.983 -1.628 -0.202 0.4201
H 2.773 0.758 0.001 0.2160
H 0.629 2.328 0.398 0.2294
```

Calculated values
frontier orbital gap: 7.8 eV
total charge: 0
ΔE to the lowest compared entry with this formula, charge and spin: 4.0061 eV


(6)
DFT (wB97M-V/def2-TZVPD) results for the ion C2H5F3NO with charge +1 in a non-equilibrium geometry.

Geometry as XYZ:
```
12
Properties=species:S:1:pos:R:3:mulliken_spin:R:1
C 0.005 -1.017 0.248 0.1654
C 0.229 0.400 -0.392 0.2944
N 0.205 -1.959 -0.837 0.5152
O -0.852 0.705 -1.205 0.4958
F 1.418 -2.290 -1.222 0.0565
F -0.456 -1.692 -1.962 0.0911
F -0.298 -3.131 -0.409 0.1231
H -1.077 -0.861 0.480 -0.0165
H 0.702 -1.112 1.170 0.0039
H 0.592 1.206 0.443 0.0814
H 1.300 0.312 -0.949 0.1859
H -0.818 1.570 -1.400 0.0038
```

Calculated values
2S+1: 3
frontier orbital gap (spin up / spin down): 5.3 / 7.6 eV
total charge: +1
ΔE to the lowest compared entry with this formula, charge and spin: 2.6053 eV


(7)
DFT (wB97M-V/def2-TZVPD) results for the molecule C5H9NO.

Geometry as XYZ:
```
16
Properties=species:S:1:pos:R:3:nbo_charge:R:1
C 1.100 0.227 -1.814 -0.4055
N 0.684 0.083 -0.447 -0.4144
C 1.114 -0.892 0.504 -0.2157
C -0.294 -0.873 -0.015 -0.1891
C -1.403 -0.268 0.807 0.5851
O -2.340 -0.936 1.186 -0.5380
C -1.281 1.222 1.072 -0.7411
H 1.753 1.100 -1.880 0.2050
H 0.211 0.450 -2.413 0.2042
H 1.613 -0.644 -2.242 0.1755
H 1.743 -1.725 0.188 0.1951
H 1.324 -0.520 1.506 0.1997
H -0.579 -1.725 -0.641 0.2140
H -2.056 1.719 0.479 0.2408
H -1.447 1.443 2.127 0.2356
H -0.315 1.604 0.743 0.2487
```

Calculated values
frontier orbital gap: 10.0 eV
total charge: 0
ΔE to the lowest compared entry with this formula, charge and spin: 2.2586 eV
SMILES: CC(=O)[C@@H]1CN1C


(8)
DFT (wB97M-V/def2-TZVPD) results for the molecule C26H31NO7.

Geometry as XYZ:
```
65
Properties=species:S:1:pos:R:3:nbo_charge:R:1
C -2.943 -1.797 1.356 -0.6381
C -2.514 -2.269 -0.028 -0.0599
O -1.113 -2.424 -0.141 -0.5213
C -0.321 -1.319 -0.328 0.2303
C -0.750 -0.010 -0.427 -0.2386
C 0.169 1.020 -0.616 -0.0492
C 1.514 0.724 -0.738 -0.2123
C 1.956 -0.585 -0.643 -0.2599
C 1.053 -1.609 -0.427 0.2739
O 1.489 -2.888 -0.312 -0.6649
H 0.712 -3.456 -0.204 0.4973
H 3.002 -0.829 -0.727 0.2274
H 2.231 1.515 -0.898 0.2110
C -0.319 2.450 -0.660 -0.0575
N -1.057 2.757 -1.875 -0.4015
C -2.294 3.277 -1.687 0.5774
O -3.049 3.634 -2.564 -0.5851
C -2.512 3.307 -0.186 0.4486
O -3.532 3.658 0.404 -0.5797
C -1.323 2.773 0.417 -0.2627
C -1.311 2.433 1.746 0.4775
O -2.354 2.708 2.517 -0.6448
H -3.051 3.158 1.960 0.5210
C -0.251 1.635 2.364 -0.1747
C -0.612 0.583 3.202 -0.1542
C 0.327 -0.319 3.659 -0.2748
C 1.670 -0.163 3.316 0.3347
C 2.046 0.961 2.571 -0.2521
C 1.102 1.836 2.089 -0.1379
H 1.411 2.696 1.519 0.2157
H 3.094 1.104 2.364 0.2265
O 2.674 -0.993 3.660 -0.4955
C 2.396 -2.285 4.196 0.1024
C 1.786 -3.193 3.129 -0.6424
H 2.459 -3.263 2.278 0.2264
H 0.835 -2.797 2.778 0.2153
H 1.624 -4.186 3.538 0.2145
C 3.733 -2.829 4.686 -0.6128
H 4.163 -2.154 5.422 0.2190
H 3.595 -3.807 5.138 0.2125
H 4.422 -2.914 3.850 0.2138
H 1.712 -2.191 5.052 0.1687
H 0.001 -1.138 4.280 0.2146
H -1.650 0.458 3.471 0.2267
C -0.482 2.589 -3.185 -0.2193
H 0.595 2.765 -3.123 0.1976
C -0.760 1.202 -3.768 -0.4234
C -0.223 1.077 -5.188 -0.0522
O -0.461 -0.235 -5.641 -0.5353
C -0.026 -0.451 -6.957 -0.2440
H -0.541 0.214 -7.662 0.1637
H 1.056 -0.290 -7.050 0.1620
H -0.260 -1.486 -7.197 0.1938
H -0.721 1.803 -5.850 0.1619
H 0.860 1.290 -5.206 0.1551
H -1.836 1.027 -3.782 0.2178
H -0.295 0.431 -3.152 0.2181
H -0.937 3.347 -3.831 0.2309
H 0.553 3.119 -0.610 0.2006
H -1.797 0.240 -0.360 0.2155
H -2.886 -1.593 -0.807 0.1793
H -2.913 -3.269 -0.222 0.1953
H -2.598 -2.498 2.112 0.2126
H -2.524 -0.819 1.578 0.2128
H -4.027 -1.736 1.400 0.2218
```

Calculated values
frontier orbital gap: 8.0 eV
total charge: 0
ΔE to the lowest compared entry with this formula, charge and spin: 0.1150 eV
SMILES: CCOc1cc([C@@H]2/C(=C(/O)c3ccc(OC(C)C)cc3)C(=O)C(=O)N2CCCOC)ccc1O


(9)
DFT (wB97M-V/def2-TZVPD) results for a structure of composition C15H23NO2 in a non-equilibrium geometry.

Geometry as XYZ:
```
41
Properties=species:S:1:pos:R:3:nbo_charge:R:1
C -3.970 -1.644 1.143 -0.6302
C -3.315 -1.092 -0.104 0.0593
C -4.040 -0.641 -1.113 -0.2848
C -3.239 0.023 -2.230 0.0701
C -1.733 0.064 -2.379 -0.0869
C -1.051 -0.327 -1.099 0.3867
C -1.728 -0.787 -0.012 -0.3708
H -1.214 -1.525 0.801 0.2175
O 0.322 -0.417 -1.144 -0.5036
C 1.032 -0.806 -0.152 -0.0646
C 0.992 0.013 1.354 -0.1674
N 2.388 0.358 1.785 -0.4601
C 3.188 -0.626 1.983 -0.2262
H 2.446 -1.256 2.924 0.1525
C 4.354 -0.143 2.894 -0.0264
O 5.096 0.951 2.206 -0.5724
C 4.276 2.000 1.539 -0.0271
C 3.108 1.455 0.858 -0.2672
H 2.351 2.068 0.540 0.2184
H 3.441 0.915 0.056 0.1808
H 4.996 2.422 1.022 0.1946
H 3.914 2.574 2.698 0.1482
H 4.919 -0.847 3.397 0.1965
H 3.905 0.635 3.972 0.1171
H 3.513 -1.541 1.397 0.1900
H 0.388 -0.427 1.948 0.1741
H 0.533 1.099 0.745 0.1764
H 1.980 -0.937 -0.415 0.1748
H 0.823 -1.728 0.206 0.1467
C -1.123 0.816 -3.326 -0.6285
H -1.420 1.677 -3.371 0.1991
H 0.063 0.616 -3.185 0.2309
H -1.345 0.207 -4.212 0.2236
C -3.918 0.641 -3.422 -0.5466
H -3.655 0.138 -4.286 0.2126
H -5.174 0.379 -3.011 0.1702
H -3.760 1.504 -3.519 0.1638
H -5.048 -0.385 -0.989 0.2151
H -4.978 -1.708 1.025 0.2094
H -3.546 -2.712 1.453 0.2122
H -3.774 -1.007 2.022 0.2220
```

Calculated values
frontier orbital gap: 8.8 eV
total charge: 0
ΔE to the lowest compared entry with this formula, charge and spin: 15.5789 eV


(10)
DFT (wB97M-V/def2-TZVPD) results for a cluster of 2 separate species, H4NO2P2 in total in a non-equilibrium geometry.

Geometry as XYZ:
```
9
Properties=species:S:1:pos:R:3:nbo_charge:R:1
N -0.525 -0.461 0.125 -1.3461
O -1.674 -0.769 -2.438 -0.9820
O 0.504 1.961 0.371 -1.1110
P 1.799 -0.056 2.215 -0.6026
P 0.425 0.600 0.836 1.7425
H -0.256 -1.286 0.645 0.3473
H -1.070 -1.233 -1.822 0.4949
H -1.630 0.143 -2.052 0.4806
H 2.427 1.101 2.122 -0.0235
```

Calculated values
frontier orbital gap: 7.9 eV
total charge: -1
ΔE to the lowest compared entry with this formula, charge and spin: 1.8954 eV